{
  "formula": "C42H58BClN5O3P2S3Ti",
  "method": "ωB97M-V/def2-TZVPD",
  "homo_lumo_gap_ev": [4.27, 5.33],
  "fmax_ev_per_a": 3.07,
  "e_lumo_ev": [4.054, 4.054],
  "multiplicity": 2,
  "molar_mass_g_mol": 933.24,
  "total_charge": -2,
  "species": ["Ti", "Cl", "S", "S", "S", "P", "P", "O", "O", "O", "N", "N", "N", "N", "N", "C", "C", "C", "C", "C", "C", "C", "C", "C", "C", "C", "C", "C", "C", "C", "C", "C", "C", "C", "C", "C", "C", "C", "C", "C", "C", "C", "C", "C", "C", "C", "C", "C", "C", "C", "C", "C", "C", "C", "C", "C", "C", "B", "H", "H", "H", "H", "H", "H", "H", "H", "H", "H", "H", "H", "H", "H", "H", "H", "H", "H", "H", "H", "H", "H", "H", "H", "H", "H", "H", "H", "H", "H", "H", "H", "H", "H", "H", "H", "H", "H", "H", "H", "H", "H", "H", "H", "H", "H", "H", "H", "H", "H", "H", "H", "H", "H", "H", "H", "H", "H"],
  "positions_angstrom": [[0.20833, -0.50931, -1.25041], [-2.21634, 1.47550, -9.81364], [0.08709, -5.04753, -2.24201], [1.19158, 0.31259, -3.08668], [1.38649, -1.53213, 1.79322], [-1.19743, 0.16241, 2.68916], [3.24625, -0.04618, 0.28550], [-1.18261, 2.20520, -3.01164], [-1.00941, 0.80889, -1.27304], [-1.39471, -0.68241, -4.44006], [0.58687, -2.36319, -1.77694], [0.27803, 2.13047, 1.38479], [1.98030, 2.07925, -0.15396], [-2.19508, -3.89757, 0.32498], [-1.83945, -1.76930, -0.27083], [4.13999, 0.50477, 1.90949], [-1.80959, -0.49457, -8.01391], [-3.12944, -2.11694, -0.60182], [3.16194, 1.39038, 2.68306], [-1.92658, -0.09697, -3.26969], [3.96714, -1.32935, -2.05182], [-3.81240, -0.78978, 2.55044], [4.26753, -1.40193, -0.55792], [-1.61671, -0.10636, -5.64181], [2.35864, 4.54395, -0.27688], [0.28920, 4.62697, 1.64280], [-1.83617, 1.25112, -5.84432], [1.95476, 5.74882, 0.28619], [-4.58563, -4.09219, -0.42859], [1.73274, 3.38233, 0.13928], [-5.40473, -1.98818, -1.31089], [-1.28114, -1.55732, 4.85310], [1.50383, -0.27297, 0.48017], [0.33793, -3.49603, -1.98016], [0.94202, 5.78704, 1.22836], [-0.56753, 1.92402, 2.53735], [-4.17662, -1.36277, -1.14328], [5.41375, 1.32095, 1.68603], [-1.16856, 1.07127, -2.53648], [0.64525, -0.05138, 4.79432], [-3.14809, 1.05594, 1.03577], [-3.76938, 1.56709, 3.38241], [-1.47756, -2.46023, -6.46513], [-5.60913, -3.31717, -0.97389], [4.44755, -0.70941, 2.78646], [-1.53997, 0.85983, 5.53778], [-0.86675, -0.11285, 4.56765], [-3.07192, 0.54693, 2.47776], [-1.62787, -0.99623, -6.73416], [-1.31521, -2.84411, 0.28443], [3.81068, -2.74761, -0.00426], [5.77874, -1.24358, -0.37721], [0.68461, 3.42006, 1.09595], [-2.00068, 0.86329, -8.19559], [3.14997, 1.49511, -0.75977], [-2.02890, 1.74248, -7.13120], [-3.35960, -3.46774, -0.24927], [1.06458, 1.22728, 0.58302], [-1.50682, -3.04033, -7.38579], [-1.03610, 0.81008, 6.50606], [4.47119, -0.47996, -2.51141], [5.75516, 1.69186, 2.65472], [-2.94898, 0.27145, -3.47130], [3.57139, 1.60099, 3.67510], [-3.15461, 2.44721, 3.56520], [0.88474, -0.45074, 5.78147], [4.27026, -3.56042, -0.56728], [6.09661, -1.44799, 0.64077], [6.10334, -0.24677, -0.66522], [-0.76598, -2.21271, 4.15264], [-1.80496, 1.92362, -4.99756], [-4.68413, 1.90498, 2.88995], [3.56704, -1.35390, 2.82377], [-2.27977, -2.79483, -5.80541], [-0.34552, -2.88203, 0.75325], [-4.04996, 1.13403, 4.34057], [2.98441, 2.34231, 2.18354], [2.92011, 1.18279, -1.80043], [2.44176, 6.66997, -0.01178], [-1.00036, -1.84181, 5.86918], [-1.94601, -4.85009, 0.52993], [2.72782, -2.84258, -0.08599], [-2.35208, -1.70088, 4.74217], [5.29544, -1.27848, 2.41475], [2.88962, -1.23586, -2.24567], [2.21845, 0.86600, 2.80840], [-0.49172, 4.69296, 2.39050], [-2.49826, 0.46428, 0.39197], [-2.84018, 2.09576, 0.94293], [-1.41745, 2.61107, 2.48536], [-0.54189, -2.64577, -5.94033], [-4.73753, -5.13146, -0.16893], [0.63966, 6.73776, 1.64971], [4.07409, -2.85405, 1.04486], [-3.87791, -1.15847, 3.57296], [6.21632, 0.73080, 1.25696], [6.28798, -1.95672, -1.02507], [5.23415, 2.18651, 1.05283], [4.31937, -2.23978, -2.53505], [-1.96414, -0.93200, -2.55731], [3.12901, 4.50966, -1.03190], [1.14679, -0.65934, 4.04082], [-1.47076, 1.88604, 5.17993], [-4.82707, -0.68620, 2.16358], [-2.58694, 0.61105, 5.69229], [-4.17015, 0.97719, 0.66577], [-6.22449, -1.42118, -1.73461], [1.02398, 0.96719, 4.75327], [-2.18222, 2.79956, -7.29034], [-1.80908, -1.16024, -8.86434], [4.01405, 2.16880, -0.72422], [4.68486, -0.37639, 3.79762], [-3.29345, -1.53254, 1.95149], [0.00327, 2.18797, 3.44100], [-4.03481, -0.32733, -1.40397], [-6.57816, -3.77166, -1.13361]],
  "atomic_forces_ev_per_a": [[2.291, -0.537, -0.219], [-0.061, 0.128, -0.378], [-0.346, -1.406, -0.217], [0.308, -0.151, -0.364], [-0.146, -0.490, 0.199], [-0.589, 0.621, 0.428], [0.198, 0.535, -0.156], [-0.201, -0.133, 0.230], [-2.159, 1.812, 1.227], [-0.300, 0.206, -0.470], [-0.226, -2.965, -0.408], [-0.358, -0.096, -0.018], [-0.237, 0.031, -0.144], [0.482, 0.387, 0.080], [0.786, -0.584, 0.654], [-0.377, -0.141, -0.111], [0.052, 0.006, 0.322], [-0.556, -0.336, -0.112], [-0.165, -0.002, -0.103], [0.132, 0.050, 0.472], [-0.438, 0.007, 0.081], [0.110, 0.107, 0.076], [-0.210, 0.138, 0.078], [-0.080, -0.134, -0.173], [-0.018, -0.207, -0.016], [-0.034, -0.104, 0.049], [0.043, 0.061, 0.026], [-0.007, 0.228, 0.055], [-0.229, 0.336, -0.265], [0.039, 0.392, 0.078], [0.174, 0.623, -0.211], [-0.045, 0.143, -0.083], [0.543, 0.044, 0.861], [0.901, 1.787, 0.151], [-0.038, 0.294, -0.004], [0.001, -0.235, 0.163], [0.079, -0.419, 0.158], [-0.077, -0.110, -0.220], [-1.110, 1.237, -2.213], [-0.080, -0.018, -0.134], [0.284, -0.165, 0.005], [0.082, -0.185, -0.041], [0.058, 0.044, 0.063], [0.255, -0.818, 0.310], [-0.009, -0.192, -0.041], [0.018, -0.191, -0.160], [-0.051, 0.001, -0.235], [0.150, 0.047, 0.230], [-0.011, 0.133, 0.058], [-1.043, 0.005, -0.068], [-0.209, -0.075, -0.035], [-0.188, 0.158, 0.176], [0.169, 0.276, -0.057], [-0.024, 0.170, 0.141], [0.320, -0.230, -0.256], [0.031, -0.310, 0.097], [-0.449, 0.237, -0.140], [1.085, -0.333, 0.321], [0.019, -0.020, -0.068], [0.019, -0.026, 0.123], [-0.060, 0.114, -0.095], [0.002, -0.004, 0.096], [0.189, -0.110, 0.032], [0.088, -0.028, 0.031], [0.002, 0.093, 0.032], [-0.064, -0.021, 0.221], [0.207, -0.027, -0.182], [0.091, 0.058, 0.085], [0.141, 0.117, -0.055], [0.032, -0.165, -0.049], [0.063, 0.020, 0.151], [-0.129, 0.031, -0.018], [0.151, 0.021, 0.114], [0.039, -0.086, 0.032], [0.373, 0.042, -0.060], [-0.007, 0.033, 0.078], [-0.009, 0.058, -0.006], [0.170, 0.159, 0.326], [-0.020, 0.003, -0.039], [0.034, -0.017, 0.135], [0.073, 0.104, -0.004], [0.094, -0.088, 0.028], [-0.114, -0.079, 0.023], [0.109, -0.094, -0.003], [0.332, 0.008, -0.144], [-0.039, 0.021, 0.077], [0.003, -0.106, -0.017], [-0.099, 0.117, -0.104], [0.091, 0.104, -0.002], [0.048, -0.042, 0.026], [0.037, -0.123, 0.045], [-0.029, -0.018, 0.034], [0.005, 0.037, 0.017], [-0.061, -0.073, 0.083], [-0.056, -0.022, 0.072], [0.124, -0.022, -0.056], [-0.057, -0.119, -0.132], [0.004, 0.116, -0.065], [0.130, -0.161, -0.010], [-0.163, 0.182, -0.330], [0.126, -0.021, -0.065], [0.164, 0.111, 0.024], [-0.023, 0.110, 0.051], [-0.145, 0.017, -0.069], [-0.102, 0.060, 0.014], [-0.201, 0.009, 0.009], [-0.019, 0.017, 0.013], [0.092, 0.114, -0.027], [0.002, 0.046, -0.047], [-0.011, -0.070, -0.075], [-0.101, -0.131, 0.070], [0.100, 0.128, 0.132], [-0.009, -0.180, -0.066], [-0.138, 0.008, -0.074], [0.036, 0.098, -0.028], [-0.052, 0.019, -0.017]],
  "lowdin_charge": [0.4570, 0.5892, 0.4805, 0.3273, 0.5011, 1.1630, 1.1022, -0.0293, -0.2401, -0.0771, -0.0500, 0.0484, 0.0102, 0.1378, 0.0906, -0.5814, -0.0905, -0.2369, -0.0846, -0.1341, -0.1262, -0.1037, -0.6091, -0.2280, -0.0207, -0.0289, 0.0250, -0.1338, -0.0268, -0.1668, -0.1058, -0.1153, -0.7537, -0.9519, -0.1372, -0.2802, -0.0195, -0.0857, -0.7819, -0.1517, -0.1157, -0.1038, -0.0322, -0.1209, -0.1229, -0.0989, -0.6885, -0.6764, -0.1923, -0.1900, -0.1187, -0.0956, -0.1594, -0.6953, -0.2152, -0.1104, -0.2102, -0.7082, 0.0693, 0.0738, 0.0789, 0.0821, 0.1393, 0.0911, 0.0607, 0.0765, 0.0832, 0.0528, 0.0726, 0.0683, 0.1005, 0.0766, -0.0021, 0.0872, 0.0260, 0.0556, 0.0879, -0.0140, 0.0841, 0.0756, 0.1467, 0.0285, 0.0486, 0.0532, -0.0271, 0.0342, 0.0960, 0.0329, 0.0857, 0.0674, 0.0909, 0.0984, 0.0813, 0.0564, 0.0542, 0.0518, 0.0831, 0.0677, 0.0855, 0.0893, 0.1014, -0.0182, 0.0663, 0.0824, 0.0576, 0.0789, 0.0935, 0.0622, 0.0972, 0.0984, 0.0930, 0.0775, 0.0561, 0.0879, 0.1019, 0.0867]
}